12 unconnected molecules or ions with the total composition C41H99N7O17, computed with ωB97M-V/def2-TZVPD.

The geometry in ORCA input format:
```
! wB97M-V def2-TZVPD RIJCOSX def2/J DEFGRID3
* xyz 0 1
O 0.45837 -2.92850 -0.50056
O -1.41431 -1.07859 -6.10537
O -3.36243 4.49902 -3.86009
O 1.09496 -5.58454 0.14025
O -0.75623 3.40144 3.30290
O -4.45774 1.44518 2.39408
O -2.07530 4.55224 -6.62912
O -7.49484 2.93993 -1.48947
O -3.67994 -2.58895 -1.51951
O 0.08545 0.30080 2.74532
O 2.17835 5.57898 -3.18010
O 5.87129 -1.36139 6.42058
O 4.44442 0.11233 4.21935
O 0.21209 0.97580 -1.89976
O 4.92184 -3.58262 1.22481
O 6.49610 -5.52107 2.45028
O 7.39626 2.79509 -0.83462
N -0.16582 -0.45701 -4.28672
N -0.46565 0.61024 0.25424
N -7.17172 0.95051 -2.38283
N 1.21227 3.61808 -2.80284
N -5.15643 -0.03116 3.97610
N -5.06922 -4.19077 -1.02076
N 6.21589 3.33032 0.91339
C 0.37648 -2.24521 -1.72233
C -2.79714 4.35295 -2.53272
C 6.27373 2.94802 -0.33050
C -5.07803 0.44253 2.74687
C -1.40642 2.16113 3.48037
C 3.55762 0.50697 3.13410
C -4.62668 0.60425 5.21753
C 1.67019 5.13550 -0.84479
C 3.90135 -3.34783 0.27593
C -4.99614 -4.13123 0.43999
C 1.20248 3.22076 -4.25294
C 0.17465 -1.10312 2.91670
C -2.76448 5.59184 -4.57696
C -5.75566 -0.40968 1.68830
C 4.97257 2.70101 -1.12199
C -6.39043 -0.28875 -2.63460
C 1.58487 -6.61365 0.97812
C -0.60910 -3.84147 -0.31710
C -6.74329 2.05986 -1.76509
C -2.78362 3.35996 -6.78121
C 5.50462 -2.71259 6.05873
C 5.59947 -4.72089 3.23140
C -4.47714 -3.42240 -1.89557
C 1.88282 0.98651 -0.24610
C -5.28220 2.15536 -1.32845
C 7.27895 3.49271 1.89424
C -1.35479 -0.66549 -4.94061
C -2.61271 -0.29646 -4.19168
C 4.43171 -4.27078 2.37642
C 1.71838 4.78671 -2.34747
C -1.89687 0.34253 0.02962
C 0.45046 0.86192 -0.69704
C -0.56695 0.91835 3.87867
C 4.76499 -0.46734 6.59737
C 0.23608 3.41120 2.30563
C -0.01877 -4.85674 0.62836
C 7.72599 -4.94720 2.09930
C 1.14990 -0.90359 -4.70674
C -4.88556 -3.60332 -3.33607
C -2.86939 5.54384 -6.06664
C 3.75470 -0.28821 5.43231
H 0.91515 2.59076 2.53763
H 5.25986 -5.33459 4.06575
H 8.24935 -5.64200 1.44246
H -0.13507 3.06755 1.34009
H -3.48565 -0.39972 -4.83620
H -5.91753 -0.28801 -3.61667
H 3.07659 1.41242 3.50405
H -5.88659 -4.01392 -3.46814
H -5.15710 -0.64379 0.80794
H 4.13199 -0.73749 7.44260
H 0.68174 5.52012 -0.59354
H -4.24464 -3.40628 0.75271
H 1.55943 2.19143 -4.28707
H -0.14315 0.09066 -3.43841
H 1.84919 4.21932 -0.28204
H 2.60683 1.29352 -1.00085
H -1.70579 5.70228 -4.34225
H -5.71374 -0.85958 4.12846
H 4.96130 3.35928 -1.99069
H 4.34038 -3.14006 -0.69987
H -4.88994 -5.14605 0.82336
H -2.16910 2.56723 -7.20789
H 3.20352 -1.20093 5.20594
H 6.13611 -3.86329 3.63716
H 0.98963 -1.43281 2.27234
H 2.32196 0.08548 0.18216
H -4.66798 1.64199 -2.06824
H -4.83949 1.67270 5.25248
H 5.14327 0.51112 6.89335
H -0.75151 -5.66240 0.67427
H -5.58182 -0.39101 -1.91087
H -2.04200 -0.39274 -0.76184
H 1.13714 -1.46795 -1.79554
H -3.91380 5.56123 -6.37811
H -5.02520 3.20341 -1.17470
H -8.16230 0.79793 -2.50764
H 0.71767 4.38888 2.28784
H 3.80703 -3.59867 2.96476
H -3.67324 3.40443 -7.40946
H -4.08392 -4.12597 -3.85790
H 2.99812 0.44006 5.72437
H -5.01554 0.01230 6.04608
H -5.92258 -3.71318 0.83376
H 1.44414 -6.46955 2.04935
H -2.72223 -0.82988 -3.24745
H 8.27555 3.44063 1.45587
H -2.03391 2.05217 2.59579
H 0.23172 3.40202 -4.71431
H -0.74856 -1.63400 2.68442
H 1.18757 -0.94297 -5.79537
H -0.83329 -4.32270 -1.26907
H 5.32987 3.28372 1.39598
H 3.88418 -5.18735 2.15689
H 0.44274 -1.33902 3.94654
H 1.96257 1.70917 0.56600
H 4.02838 0.68681 2.16759
H -5.21122 1.62845 -0.37691
H 2.77045 -0.22976 2.97381
H -2.46492 1.22870 -0.25342
H -2.67214 0.76145 -3.93594
H -5.10614 -2.67460 -3.86230
H 0.39536 -2.94377 -2.55885
H 1.38496 -1.88337 -4.29093
H 3.18769 -4.16211 0.15053
H -1.56653 -3.49670 0.07348
H -6.71157 0.09495 1.54795
H -3.25849 6.50657 -4.24937
H 4.97902 -2.70683 5.10384
H 1.21555 -7.58462 0.64809
H 7.20320 4.41426 2.47139
H -2.38610 6.47233 -6.37067
H 0.64835 2.95261 -2.29368
H -2.09610 2.30122 4.31273
H -0.58018 -1.73392 -1.82950
H 1.98851 3.80341 -4.73334
H -2.26424 -0.08001 0.96483
H -2.90155 3.31248 -2.22512
H 7.08271 2.61711 2.51304
H -6.98507 -1.16817 -2.38738
H 8.40024 -4.72706 2.92696
H 3.37156 -2.44919 0.59196
H 4.86941 1.71355 -1.57187
H -6.06881 -1.37497 2.08610
H 4.03130 2.79534 -0.58049
H -1.75540 4.66104 -2.44348
H 0.22801 -4.40918 1.59111
H -5.55120 -4.97916 -1.42848
H 1.91301 -0.21209 -4.34953
H 2.66735 -6.57173 0.85737
H -3.53678 0.59195 5.20922
H -1.10133 0.19104 4.48986
H 4.80519 -3.07060 6.81419
H -3.24707 5.05208 -1.82781
H 6.26982 -3.48276 5.96169
H 0.26265 1.22436 4.51602
H -3.08978 3.00360 -5.79766
H 2.40833 5.89837 -0.59725
H -0.12312 0.41803 1.18474
H 7.57340 -4.05786 1.48783
*
```

Summary:
Structure (SMILES) ... CNC(C)=O.CNC(C)=O.CNC(C)=O.CNC(C)=O.CNC(C)=O.CNC(C)=O.CNC(C)=O.COCCOC.COCCOC.COCCOC.COCCOC.COCCOC
Gap between HOMO and LUMO ... 0.318 Ha
Electronic energy ... -3283.73603 a.u.
Highest occupied orbital energy ... -8.94 eV
Energy above the lowest of the compared OMol25 structures with the same formula, charge and spin ... 213.7 kJ/mol

***

A gas-phase ion, C11H21N4 (charge +1), computed with ωB97M-V/def2-TZVPD.

The geometry in ORCA input format:
```
! wB97M-V def2-TZVPD RIJCOSX def2/J DEFGRID3
* xyz 1 1
N -1.41106 1.14457 0.46504
N -0.98184 -1.61217 -0.17829
N 1.34060 -1.44152 0.12912
N 0.88181 1.47135 0.48405
C -2.48449 0.48051 -0.27679
C -0.20176 -0.88262 2.06127
C 0.35191 2.79310 0.17312
C -0.37271 -2.12800 -1.39042
C 2.14864 0.97560 -0.05113
C -2.32311 -1.07761 -0.04918
C 1.16970 -1.89038 -1.21581
C -0.11249 0.62949 -0.02676
C -1.19691 2.59889 0.38841
C 2.36630 -0.45446 0.40954
C -0.02871 -0.84375 0.52727
H 2.16878 1.00569 -1.11840
H 3.35261 -0.75728 -0.19503
H 1.49103 -1.05243 -1.88583
H -1.31892 -0.98354 2.30244
H 0.25054 -1.82557 2.47327
H -1.63961 3.10929 -0.38752
H -0.70526 -3.13438 -1.43215
H -2.97068 -1.68570 -0.84379
H -1.54996 3.03503 1.24915
H 2.29740 -0.45206 1.56287
H 1.37951 -2.24839 0.77474
H -0.91035 -1.69827 -2.17130
H -3.43450 0.61659 0.27435
H 1.69695 -2.77610 -1.40105
H -2.64388 0.66210 -1.39024
H 2.95140 1.55630 0.33591
H 0.00940 0.83578 -1.09622
H 0.49334 2.82785 -0.86934
H 0.82175 3.64061 0.83330
H 0.24112 0.03077 2.35198
H -2.61813 -1.22979 1.00497
*
```

Summary:
Structure (SMILES) ... C[C@@]12[C@H]3N4CCN3CC[N@@H+]1CCN2CC4
Gap between HOMO and LUMO ... 0.339 Ha
Electronic energy ... -650.42367 a.u.
Highest occupied orbital energy ... -11.85 eV
Energy above the lowest of the compared OMol25 structures with the same formula, charge and spin ... 90.9 kJ/mol

***

A single C7H11N molecule, computed with ωB97M-V/def2-TZVPD.

The geometry in ORCA input format:
```
! wB97M-V def2-TZVPD RIJCOSX def2/J DEFGRID3
* xyz 0 1
N -0.25802 -1.52546 -0.39046
C 1.76744 0.13131 -0.79722
C 0.98906 -0.26190 1.41387
C 0.49709 0.95871 -0.79411
C -1.62533 0.61197 0.15838
C -0.65414 1.67904 -0.05483
C -1.55142 -0.84816 -0.20165
C 0.72876 -0.47751 -0.08527
H 1.79373 -0.15756 -1.92809
H -0.00362 0.81089 -1.71447
H 0.36872 -1.07999 2.17757
H 2.20867 -0.63029 1.76991
H -2.50983 0.67111 0.84827
H -0.09578 -1.59091 -1.31190
H -0.85237 2.76299 0.53938
H 2.56778 0.38548 -0.23120
H -2.43530 -1.67094 0.27687
H -1.77018 -0.77204 -1.46134
H 0.83475 1.00327 1.78630
*
```

Summary:
Structure (SMILES) ... C[C@]12C[C@@H]1C=CCN2
Gap between HOMO and LUMO ... 0.340 Ha
Electronic energy ... -327.76577 a.u.
Highest occupied orbital energy ... -8.41 eV
Energy above the lowest of the compared OMol25 structures with the same formula, charge and spin ... 846.0 kJ/mol